(1)
Entry from OMol25: a 12-piece molecular cluster, C46H94F2O22 overall in a non-equilibrium geometry (ωB97M-V/def2-TZVPD).

Element x y z (Å)
C: -0.41126 -0.96783 1.60167
C: 0.92182 -1.44100 1.06625
O: 1.17078 -0.39036 0.11406
C: -0.06239 0.17029 -0.30946
O: -0.17630 0.84644 -1.33294
O: -0.96225 -0.26482 0.48011
F: 0.76657 -2.65763 0.48819
H: -0.16779 -0.23212 2.36819
H: -1.05255 -1.68736 2.11072
H: 1.65990 -1.57397 1.85723
C: -0.63059 -2.33063 7.18825
C: -1.60125 -2.66639 6.02155
O: -1.25119 -1.68482 5.02928
C: -0.57686 -0.74961 5.55560
O: -0.09116 0.20687 4.92144
O: -0.40007 -1.00699 6.82108
F: -2.89047 -2.58594 6.28572
H: 0.34669 -2.81324 7.17842
H: -1.15493 -2.37758 8.14269
H: -1.41726 -3.65181 5.59354
C: 2.55620 2.80866 1.02464
C: 3.40295 3.49638 2.03068
O: 2.81078 3.24222 3.31730
C: 3.70210 3.75616 4.31762
C: 3.57343 3.00110 5.68104
H: 2.24299 1.82571 1.37650
H: 1.63138 3.34350 0.80844
H: 3.07428 2.70617 0.07112
H: 4.38932 3.03255 2.03656
H: 3.51701 4.57560 1.92879
H: 4.75701 3.67669 4.05503
H: 3.52931 4.82403 4.45135
H: 3.76670 1.93231 5.58922
H: 2.58084 3.05449 6.12825
H: 4.25263 3.35156 6.45820
C: 5.35889 -0.86341 -1.51841
C: 4.38619 0.26657 -1.54285
O: 4.31696 0.68235 -2.95899
C: 3.58480 1.86343 -3.19045
C: 3.84174 2.35312 -4.59375
H: 6.30178 -0.66118 -2.02651
H: 5.72985 -1.05847 -0.51221
H: 4.88470 -1.80880 -1.78199
H: 3.44251 -0.06966 -1.11332
H: 4.76662 1.03929 -0.87480
H: 2.51432 1.71423 -3.04934
H: 3.92625 2.67183 -2.54390
H: 3.52946 1.59591 -5.31292
H: 4.91448 2.48337 -4.73641
H: 3.52559 3.31336 -5.00130
C: -2.86827 6.35980 4.29346
C: -1.49081 5.87598 3.76912
O: -1.98291 5.10707 2.65064
C: -0.96694 4.20061 2.22832
C: -1.79561 2.97526 1.87943
H: -2.83654 6.96724 5.19796
H: -3.30083 7.07599 3.59485
H: -3.56485 5.52589 4.37990
H: -0.72847 6.60676 3.49913
H: -1.05240 5.25471 4.55009
H: -0.46351 4.57084 1.33525
H: -0.29841 3.85926 3.01868
H: -2.34604 2.62273 2.75170
H: -1.22065 2.13995 1.47971
H: -2.55083 3.22814 1.13526
C: -4.75076 1.83826 -1.18847
C: -3.98014 1.49634 -2.44002
O: -4.55105 0.39980 -3.13994
C: -4.18693 0.26985 -4.51136
C: -5.18618 1.09837 -5.33427
H: -4.40562 2.77227 -0.74509
H: -5.82964 1.69901 -1.25727
H: -4.46628 1.12106 -0.41854
H: -4.03531 2.35784 -3.10549
H: -2.90702 1.35689 -2.30941
H: -3.19619 0.66588 -4.73428
H: -4.03714 -0.77659 -4.77714
H: -6.18701 0.71622 -5.13328
H: -4.86923 0.97495 -6.36984
H: -5.22344 2.14037 -5.01652
O: -3.92948 -3.23581 -2.69956
C: -4.69481 -2.80588 -1.86072
O: -4.56702 -2.88335 -0.53020
C: -3.42735 -3.14427 0.26131
C: -2.87510 -4.60891 0.12818
C: -6.08842 -2.51340 -2.24143
H: -3.62853 -2.96278 1.31710
H: -2.60785 -2.45300 0.06466
H: -2.51998 -4.75413 -0.89207
H: -3.63650 -5.33906 0.40253
H: -2.00399 -4.71643 0.77448
H: -6.30548 -3.30806 -2.95523
H: -6.26397 -1.56542 -2.74997
H: -6.83778 -2.47736 -1.45069
O: -0.50616 6.14278 -1.61177
C: -0.54004 5.05445 -2.17824
O: -1.54127 4.66967 -3.05930
C: -2.65858 5.49574 -3.17504
C: -3.46530 5.10874 -4.41587
C: 0.53891 4.08600 -1.91558
H: -2.37939 6.54886 -3.14203
H: -3.49998 5.33320 -2.50144
H: -4.38246 5.68199 -4.55119
H: -3.80544 4.07481 -4.47426
H: -2.83016 5.13229 -5.30139
H: 1.17387 4.08438 -2.80153
H: 0.13484 3.07534 -1.85726
H: 1.02567 4.37214 -0.98323
O: -1.32520 3.09057 -8.33332
C: -1.54350 1.93647 -7.96496
O: -1.07940 1.30816 -6.82766
C: -0.36580 2.07575 -5.82616
C: -0.01503 1.05215 -4.73177
C: -2.44733 1.03673 -8.73355
H: -0.92293 2.95271 -5.49655
H: 0.54350 2.41960 -6.31914
H: 0.38501 0.12903 -5.15119
H: -0.81587 0.90932 -4.00627
H: 0.77530 1.47678 -4.11277
H: -2.32613 -0.03767 -8.59547
H: -2.36787 1.25689 -9.79812
H: -3.48302 1.24174 -8.46260
O: 0.60499 -3.95513 4.36699
C: 0.31882 -5.15313 4.17146
O: 0.96883 -6.26411 4.61077
C: 1.99072 -6.14543 5.50866
C: 1.47955 -6.03636 6.91568
C: -0.39530 -5.44065 2.88314
H: 2.61695 -5.32918 5.14854
H: 2.53839 -7.08414 5.42515
H: 0.62766 -5.35883 6.97327
H: 2.22840 -5.68073 7.62339
H: 1.11814 -6.96586 7.35557
H: -1.05427 -4.59522 2.68539
H: -0.95709 -6.31201 3.21964
H: 0.32592 -5.51639 2.06938
O: 5.07386 -1.24109 4.88298
C: 4.04636 -1.78456 4.59700
O: 3.85589 -2.64302 3.54271
C: 5.07413 -3.06663 2.89574
C: 4.79109 -4.45158 2.26605
C: 2.79256 -1.42712 5.44376
H: 5.97129 -2.99281 3.51037
H: 5.12174 -2.39041 2.04219
H: 5.52404 -4.66839 1.48895
H: 3.78209 -4.47936 1.85467
H: 4.82536 -5.19009 3.06700
H: 2.17453 -0.67894 4.94740
H: 2.81610 -1.06357 6.47107
H: 2.24052 -2.36580 5.49109
O: 2.41970 -4.29154 -2.02103
C: 2.20333 -4.03129 -3.21243
O: 1.50564 -3.03515 -3.68946
C: 0.57472 -2.33459 -2.89245
C: -0.84151 -2.93328 -3.06415
C: 2.73026 -4.82870 -4.40172
H: 0.58058 -1.27636 -3.15362
H: 0.91533 -2.23601 -1.86174
H: -1.20345 -2.79741 -4.08328
H: -1.57515 -2.47862 -2.39845
H: -0.78488 -4.00173 -2.85607
H: 3.16587 -4.23887 -5.20821
H: 1.93064 -5.41841 -4.85000
H: 3.43560 -5.54925 -3.98771

expectation value of S² = 0.75
spin multiplicity = 2
E_tot = -99702.383 eV
total charge = -1

(2)
Entry from OMol25: one molecule with the formula C3H2N4O in a non-equilibrium geometry (ωB97M-V/def2-TZVPD).

Element x y z (Å)
O: 2.10725 -0.59910 0.68720
C: 1.24486 -0.62344 -0.11737
N: 0.05972 -1.44513 -0.35545
C: -0.87517 -0.71356 -0.00120
C: -0.83300 0.62188 0.41819
N: -0.15808 1.63064 0.02092
N: 0.64877 1.32503 -1.01203
N: 1.07398 0.17722 -1.30876
H: -1.83496 -1.15897 0.12867
H: -1.43338 0.78545 1.53983

structure (SMILES) = O=c1nccnnn1
E_tot = -11145.926 eV
ΔE to the lowest compared entry with this formula, charge and spin = 322.90 kJ/mol
total charge = 0

(3)
Entry from OMol25: a 2-piece molecular cluster, C6H15OPS2 overall in a non-equilibrium geometry (ωB97M-V/def2-TZVPD).

Element x y z (Å)
C: 2.88489 -0.98270 -1.99449
C: -3.05832 0.66312 -0.24515
C: -1.54624 -1.23962 0.71516
C: -1.38807 1.17107 1.51109
C: 2.57447 0.19280 -1.02578
C: -1.65555 0.25546 0.30266
O: -0.58396 0.43262 -0.61963
P: 2.54156 -0.15891 0.83701
S: 3.42863 1.36438 1.78494
S: 2.19940 -1.97892 1.55708
H: 3.21253 -0.71550 -2.97942
H: 3.67844 -1.68164 -1.63434
H: 1.97739 -1.67189 -2.26961
H: -3.44197 0.05858 -1.11252
H: -3.69581 0.18034 0.54063
H: -3.17524 1.67368 -0.37349
H: -2.25993 -1.33165 1.73048
H: -0.45148 -1.36164 0.90576
H: -1.98015 -1.91926 -0.02521
H: -2.23397 1.14252 2.14363
H: -0.66942 0.68124 2.19415
H: -1.24187 2.18912 1.10714
H: 1.74941 0.71441 -1.31207
H: 3.49749 0.94794 -1.08710
H: -0.36222 1.37446 -0.65092

E_tot = -39471.120 eV
ΔE to the lowest compared entry with this formula, charge and spin = 143.23 kJ/mol
total charge = 0

(4)
Entry from OMol25: a 2-piece molecular cluster, C6H10O overall (ωB97M-V/def2-TZVPD).

Element x y z (Å)
C: 2.44073 0.29487 -0.02498
C: 0.99439 -0.05479 0.02514
C: 0.41077 -1.16350 0.55548
C: -0.97217 -1.29407 0.17597
C: -1.34959 0.07686 -0.31341
C: -0.04392 0.84670 -0.60233
O: 0.05333 2.18369 -0.15085
H: 2.57378 1.36290 0.17640
H: 2.82743 0.11072 -1.03567
H: 3.03235 -0.29625 0.67911
H: 0.96296 -1.93960 1.08264
H: -4.00668 -2.00254 0.71915
H: -3.26946 -2.01837 0.58304
H: -2.04212 0.04279 -1.16176
H: -1.91136 0.55210 0.50600
H: 0.11395 0.90254 -1.68584
H: -0.16211 2.18804 0.79149

E_tot = -8427.181 eV
ΔE to the lowest compared entry with this formula, charge and spin = 391.64 kJ/mol
total charge = 0

(5)
Entry from OMol25: a 4-piece molecular cluster, C31H39N5O8P overall (ωB97M-V/def2-TZVPD).

Element x y z (Å)
C: 1.18547 -3.96329 -1.40332
C: 2.41256 -3.48525 -2.20491
C: 2.63078 -1.95862 -2.18931
C: 3.00329 -1.34351 -3.55468
C: 2.20060 -0.06707 -3.86790
C: 2.35930 0.97528 -2.80317
C: 3.64035 1.41611 -2.44237
C: 3.80037 2.33100 -1.44553
N: 2.71579 2.80526 -0.81048
C: 1.45404 2.43804 -1.11582
P: 0.04247 3.29135 -0.23699
O: -0.30386 2.26340 0.97584
O: 0.89173 4.44883 0.54719
C: 1.24049 1.51079 -2.12215
N: -0.05901 1.10400 -2.49106
C: -0.86049 0.32097 -1.52785
C: -1.30573 -1.00843 -2.14057
C: -2.52833 -1.62698 -1.47673
H: 0.42528 -4.38868 -2.06110
H: 0.71209 -3.15122 -0.84889
H: 1.45365 -4.74201 -0.68964
H: 3.29601 -3.95598 -1.77059
H: 2.35642 -3.84644 -3.23295
H: 3.46643 -1.75400 -1.51418
H: 1.75873 -1.45248 -1.76445
H: 2.81638 -2.04350 -4.36831
H: 4.06774 -1.10112 -3.57942
H: 2.53388 0.36306 -4.81701
H: 1.14801 -0.32089 -3.96506
H: 4.50869 1.03756 -2.96288
H: 4.77224 2.69625 -1.14368
H: 2.84409 3.52223 -0.10377
H: 0.39701 1.61966 1.15492
H: 1.22745 4.18258 1.41537
H: -0.57630 1.87318 -2.89639
H: -1.75101 0.88157 -1.22951
H: -0.26006 0.14377 -0.63027
H: -1.53704 -0.79130 -3.18766
H: -0.46816 -1.71080 -2.14623
H: -2.28533 -2.21889 -0.59510
H: -3.28163 -0.87979 -1.21709
H: -3.00626 -2.31458 -2.17440
C: -1.10432 -7.76393 2.23808
C: -2.23097 -7.07022 2.65980
C: -2.84573 -6.16113 1.81402
C: -2.31215 -5.96943 0.55316
C: -1.18937 -6.64538 0.11166
C: -0.58353 -7.54989 0.96833
N: -2.96988 -5.01654 -0.35689
O: -3.93906 -4.41402 0.05572
O: -2.50032 -4.88047 -1.47020
H: -0.63189 -8.47671 2.90045
H: -2.63529 -7.23946 3.64797
H: -3.72332 -5.61466 2.12447
H: -0.80172 -6.47009 -0.88041
H: 0.29328 -8.09192 0.64220
C: 1.45494 1.61847 3.84919
C: 2.37275 1.15367 2.91692
C: 3.13992 0.02999 3.18003
C: 2.96243 -0.60887 4.39041
C: 2.06079 -0.16486 5.33894
C: 1.30038 0.96093 5.06190
N: 3.76262 -1.81986 4.67077
O: 4.55432 -2.16845 3.81989
O: 3.57020 -2.38139 5.72451
H: 0.85616 2.49429 3.63217
H: 2.50200 1.66782 1.96874
H: 3.85772 -0.34622 2.46685
H: 1.95452 -0.69269 6.27488
H: 0.58738 1.32053 5.78997
C: -2.57691 5.76040 0.18123
C: -2.34318 7.03484 0.67933
C: -3.32231 8.01012 0.57529
C: -4.52060 7.67888 -0.02744
C: -4.77423 6.41848 -0.53349
C: -3.78657 5.45237 -0.42568
N: -5.57415 8.70989 -0.12790
O: -5.31777 9.81247 0.30555
O: -6.62530 8.38457 -0.63630
H: -1.81002 4.99931 0.26323
H: -1.39859 7.27206 1.14975
H: -3.16198 9.00798 0.95441
H: -5.72321 6.20039 -0.99936
H: -3.96513 4.45862 -0.81410

E_tot = -65885.534 eV
ΔE to the lowest compared entry with this formula, charge and spin = 0.00 kJ/mol
total charge = +1